(1)
Entry from OMol25: a structure of composition C27H51BrN11O2Pd (wB97M-V/def2-TZVPD).

Results
multiplicity	5
DFT total energy	-122807.4300	eV
expectation value of S²	6.04
total charge	+3

Geometry (Å):
Pd -0.60707 0.44517 0.00742
C -0.88790 0.77506 -5.61740
N -0.17225 0.95373 -4.35605
C 1.21272 1.38918 -4.47704
C -0.78124 0.77671 -3.15823
N -0.18465 0.23734 -2.11411
C 0.99468 -0.60429 -2.32367
C 1.22550 -1.47417 -1.09762
N 1.25467 -0.65865 0.13960
C 1.10740 -1.47001 1.35662
C 0.63071 -0.65636 2.55554
N -0.56070 0.13110 2.28648
C -1.35658 0.46551 3.36264
N -0.99775 0.25073 4.63906
C -1.95628 -0.27138 5.61853
C 0.31859 0.58890 5.18936
N -2.53687 1.03268 3.11273
C -3.21282 1.86010 4.11493
C -3.31176 0.84599 1.89133
C 2.40063 0.28945 0.21199
C 2.05247 1.69060 -0.28228
N 0.75833 2.11442 0.23356
C 0.55849 3.32853 0.69763
N 1.50955 4.06761 1.32133
C 2.54169 3.46430 2.14693
C 1.61190 5.51764 1.16408
N -0.67256 3.88650 0.55395
C -1.26728 4.75972 1.55577
C -1.53867 3.48078 -0.53410
N -2.07258 1.19907 -3.04157
C -2.59584 2.32012 -3.80823
C -3.07566 0.45443 -2.30375
H -1.07986 1.72150 -6.12526
H -0.28227 0.15044 -6.27423
H -1.83141 0.26474 -5.44173
H 1.89725 0.57675 -4.72808
H 1.26907 2.13338 -5.27191
H 1.53396 1.86511 -3.55252
H 0.85965 -1.25441 -3.19252
H 1.89734 -0.02072 -2.51871
H 0.40006 -2.17702 -0.99079
H 2.15848 -2.03745 -1.19716
H 0.38397 -2.25403 1.15021
H 2.05473 -1.94931 1.62550
H 0.47187 -1.33253 3.39584
H 1.41756 0.04756 2.85042
H -2.80469 -0.71448 5.10414
H -1.44900 -1.05413 6.18223
H -2.29489 0.49153 6.31963
H 0.90270 -0.30182 5.42036
H 0.86755 1.23518 4.51005
H 0.15970 1.14289 6.11461
H -2.48842 2.26293 4.81697
H -3.69732 2.67954 3.58729
H -3.97722 1.29988 4.65342
H -2.81137 0.17688 1.20443
H -4.27633 0.40998 2.15875
H -3.49219 1.81764 1.43098
H 2.71837 0.34972 1.25251
H 3.24201 -0.11964 -0.35314
H 2.86614 2.36248 -0.01014
H 2.00124 1.69721 -1.37218
H 2.29368 2.42255 2.34586
H 3.52828 3.51438 1.68079
H 2.59628 4.00046 3.09619
H 0.93615 5.85982 0.38597
H 1.38751 6.04111 2.09514
H 2.63071 5.76886 0.86708
H -2.24431 4.36289 1.84562
H -0.63640 4.80385 2.43884
H -1.41591 5.77204 1.17722
H -0.94561 3.14829 -1.38226
H -2.22215 2.66737 -0.24872
H -2.14989 4.33137 -0.83766
H -1.78292 2.91368 -4.21832
H -3.24664 1.99617 -4.62359
H -3.18626 2.95335 -3.14305
H -3.84951 0.08934 -2.98531
H -2.61815 -0.38630 -1.79356
H -3.56986 1.09884 -1.56889
Br -4.51481 -5.72229 -2.38396
C -3.99285 -5.10797 -0.76171
C -4.31565 -5.89727 0.40189
N -3.97169 -5.52934 1.60921
C -3.30709 -4.37632 1.73612
C -2.96008 -3.51288 0.65640
C -3.29864 -3.88767 -0.61081
C -2.21126 -2.21829 0.96242
O -2.01453 -1.97360 2.16257
O -1.87413 -1.52649 -0.03789
H -4.86722 -6.82468 0.28283
H -3.01136 -4.09174 2.73894
H -3.04387 -3.27493 -1.46537

Atom charges from the Löwdin analysis, given in e for atoms 1 to 4:
1 Pd 1.061
2 C -0.026
3 N -0.135
4 C -0.028


(2)
Entry from OMol25: an isolated molecule of C5H13NO (wB97M-V/def2-TZVPD).

Results
DFT total energy	-8932.1491	eV
SMILES	CC(C)[C@H](N)CO

Geometry (Å):
C 0.85716 0.52015 0.94398
O 2.18032 0.35013 1.23429
C 0.40772 0.27815 -0.53190
C -1.15890 0.02074 -0.53564
C -1.62470 -1.50926 -0.19217
C -1.82427 1.10533 0.24282
N 1.25212 -0.74902 -1.19975
H 0.50942 1.41303 1.31442
H 0.45569 -0.23317 1.53958
H 2.67224 1.10844 0.90141
H 0.64670 1.11116 -1.13481
H -1.41354 0.19337 -1.57369
H -1.52015 -2.13126 -1.08053
H -2.66386 -1.43054 0.18393
H -0.96495 -2.01758 0.56161
H -1.40099 2.12929 -0.06559
H -1.57562 0.86205 1.28015
H -2.86743 1.21936 0.25680
H 0.76630 -1.61589 -1.02805
H 1.20669 -0.65679 -2.19375

Atom charges from the natural (NBO) analysis, given in e for atoms 1 to 4:
1 C -0.074
2 O -0.691
3 C -0.065
4 C -0.218


(3)
Entry from OMol25: a cluster of 10 separate species, C30H60Cl10O10S5 in total (wB97M-V/def2-TZVPD).

Results
DFT total energy	-231952.6664	eV
SMILES	O=S1(=O)CCCC1.O=S1(=O)CCCC1.O=S1(=O)CCCC1.O=S1(=O)CCCC1.O=S1(=O)CCCC1.ClCCCl.ClCCCl.ClCCCl.ClCCCl.ClCCCl

Geometry (Å):
C 6.97934 19.86571 8.65251
C 5.84609 19.03065 9.53009
C 4.50806 19.79461 9.51716
S 4.87049 21.55981 9.10336
O 5.42329 22.26127 10.28100
O 3.88102 22.22688 8.24512
C 6.36558 21.16333 8.04218
H 7.30755 19.16567 7.88417
H 7.77957 20.08506 9.35934
H 6.06755 18.91591 10.59117
H 5.68924 17.99813 9.21802
H 3.99827 20.04171 10.44838
H 3.75919 19.43697 8.81048
H 6.86677 22.12932 7.98092
H 6.09040 20.94321 7.01071
C 15.82545 22.29674 10.30954
C 15.55278 22.14312 8.84465
C 16.78178 21.52321 8.21909
S 18.25415 22.23179 8.89061
O 18.66773 23.33366 8.03611
O 19.20003 21.14863 9.22120
C 17.30881 22.89350 10.35387
H 15.70473 21.38974 10.90189
H 15.11319 22.94310 10.82237
H 15.48964 23.09766 8.32219
H 14.84507 21.39438 8.48876
H 16.84759 21.72440 7.14985
H 16.99994 20.45559 8.19344
H 17.38474 23.98068 10.37342
H 17.98290 22.71849 11.19236
C 11.64558 6.42714 13.30433
C 10.31380 6.70367 13.88419
C 9.73258 7.99581 13.31226
S 11.18828 8.85447 12.52297
O 11.29500 10.23044 13.06858
O 11.12994 8.62043 11.08791
C 12.37208 7.75794 13.21867
H 11.50045 5.98614 12.31815
H 12.13930 5.66939 13.91274
H 10.45607 6.84331 14.95581
H 9.68796 5.81578 13.79435
H 9.51582 8.55126 14.22473
H 8.86310 8.02002 12.65537
H 12.43836 8.19165 14.21647
H 13.31963 7.90524 12.70043
C 21.97684 16.64569 10.66031
C 22.57795 16.10367 9.30663
C 21.90437 14.84051 8.97886
S 20.17672 14.87937 9.70850
O 20.01189 13.73595 10.65487
O 19.11975 15.16871 8.76418
C 20.44253 16.29413 10.85715
H 22.37294 17.63602 10.88494
H 22.58191 16.23380 11.46797
H 23.64733 15.91335 9.39773
H 22.40177 16.84301 8.52532
H 22.33340 14.15458 9.70929
H 22.00064 14.31604 8.02819
H 20.10086 15.92065 11.82250
H 19.72873 17.07261 10.58777
C 10.82239 14.16905 3.31192
C 10.01706 14.40010 4.64026
C 8.51518 14.20212 4.17384
S 8.31110 14.97904 2.48948
O 7.76766 16.33183 2.62606
O 7.76551 13.97052 1.60149
C 10.15975 15.04053 2.22569
H 10.90444 13.13413 2.97982
H 11.79006 14.61326 3.54517
H 10.13355 15.32415 5.20655
H 10.33274 13.68369 5.39869
H 7.79408 14.79030 4.74143
H 8.09813 13.19688 4.11315
H 10.47383 16.07571 2.35934
H 10.31082 14.49032 1.29696
Cl 5.83850 13.24449 9.62615
C 6.96547 13.10979 10.97097
C 6.51905 12.12336 12.03600
Cl 4.96748 12.64647 12.75953
H 6.93897 14.14454 11.31256
H 7.89873 12.81720 10.48980
H 7.18920 11.92655 12.87282
H 6.42308 11.12235 11.61543
Cl 15.24603 11.09444 9.23274
C 14.22808 10.54661 7.97500
C 14.88982 10.60536 6.64528
Cl 13.79465 9.97320 5.34049
H 13.26741 11.05609 8.05002
H 13.93304 9.50161 8.07009
H 15.80076 10.00822 6.60363
H 15.16818 11.63512 6.42124
Cl 11.23134 14.79904 17.31084
C 9.95936 15.54631 16.23961
C 8.59475 15.37932 16.88909
Cl 8.13505 13.58794 17.15147
H 9.95105 15.09277 15.24848
H 10.15859 16.61791 16.23096
H 7.92916 15.81184 16.14209
H 8.55372 15.92561 17.83142
Cl 14.24862 16.64207 8.93394
C 13.87801 15.87056 10.49462
C 12.26644 15.64487 10.52370
Cl 11.35576 17.16661 11.06975
H 14.25318 16.48371 11.31400
H 14.45090 14.94640 10.41830
H 12.04988 14.97891 11.35899
H 11.84412 15.29326 9.58237
Cl 7.31359 19.95875 14.66095
C 8.50851 21.22138 14.05152
C 9.90732 21.01245 14.65623
Cl 9.66195 20.87917 16.41171
H 8.11777 22.21798 14.25700
H 8.55094 21.18426 12.96299
H 10.55537 21.88630 14.58899
H 10.35996 20.04202 14.45260

Atom charges from the Löwdin analysis, given in e for atoms 1 to 4:
1 C -0.159
2 C -0.167
3 C -0.229
4 S 0.714


(4)
Entry from OMol25: a structure of composition C17H33BN6PbSi2 (wB97M-V/def2-TZVPD).

Results
DFT total energy	-48768.0727	eV
total charge	+2

Geometry (Å):
H 1.27731 3.40658 -0.11187
N 0.66490 1.85041 -1.44532
B 0.05108 0.42762 -3.52174
N 0.46335 1.76489 -2.79823
C 0.75446 2.96436 -3.33292
Pb 1.54760 0.55366 0.30244
H 0.70429 3.06804 -4.41508
C 1.13861 3.82796 -2.31391
H 1.45744 4.87056 -2.39293
C 1.06290 3.11898 -1.14575
H 0.15253 0.57356 -4.68518
C -1.41899 -2.17406 1.42527
H -1.40837 -2.54848 2.43840
H -0.43029 -2.15650 0.87626
H -2.16486 -2.79208 0.96159
N -1.42106 0.02540 -3.17886
N 1.02458 -0.74997 -3.06282
N -1.84317 -0.00640 -1.81110
N 1.15504 -1.13224 -1.75021
C -2.44510 -0.30723 -3.99405
C 1.85817 -1.49290 -3.83485
H -2.29131 -0.27720 -5.07637
H 1.92508 -1.29932 -4.88901
C -3.56479 -0.56968 -3.20159
C 2.54820 -2.39960 -2.99054
C -3.10458 -0.36983 -1.85591
C 2.07620 -2.13346 -1.68812
H -4.55484 -0.86734 -3.51741
H 3.29684 -3.09568 -3.27014
H -3.68141 -0.48596 -0.95244
H 2.34628 -2.63376 -0.76670
H -1.77776 -1.18603 1.42570
C 1.78351 -1.87076 4.53777
Si 2.85235 -1.10741 3.15931
C 4.55762 -0.68572 3.82034
C 3.00849 -2.52156 1.93189
C 2.17282 0.47165 2.53029
Si 1.07152 1.52445 3.53674
C 2.03372 2.06671 5.07028
C 0.45598 3.01264 2.55367
C -0.53746 0.73835 4.14463
H 2.28083 -2.74462 4.97918
H 0.81132 -2.22302 4.17800
H 1.55127 -1.19264 5.36295
H 4.97815 -1.52030 4.40072
H 5.22583 -0.46860 2.97372
H 4.49327 0.22314 4.43565
H 2.09197 -2.93247 1.50634
H 3.59708 -2.29668 1.04409
H 3.51871 -3.38646 2.37857
H 3.03531 1.08538 2.12242
H 2.96874 2.53451 4.74077
H 1.45202 2.79368 5.65795
H 2.34330 1.21151 5.68949
H -0.25330 2.79446 1.74190
H -0.02064 3.75056 3.22159
H 1.28006 3.52977 2.04950
H -1.31958 0.62530 3.38651
H -0.44813 -0.25342 4.59137
H -1.00727 1.34970 4.92934

Atom charges from the Löwdin analysis, given in e for atoms 1 to 4:
1 H 0.085
2 N -0.165
3 B -0.438
4 N -0.009